Record 1
Molecular formula: C5H12N2
Method: DFT, ωB97M-V with the def2-TZVPD basis set

Last column: Löwdin charge in e.
Cartesian coordinates (Å):
C (0.27210, -0.98063, 0.25951)  -0.454
C (-1.76027, 0.11727, -0.75278)  -0.132
C (0.12502, 1.38907, 1.30630)  -0.016
N (-1.12429, -0.55215, 0.36628)  -0.160
C (1.12877, 0.26074, 0.31647)  -0.189
N (0.45316, -1.80628, -0.90829)  0.049
C (2.22210, 0.46500, -0.42153)  0.026
H (-1.60559, -0.62700, 1.25468)  0.111
H (0.48619, -1.58309, 1.14932)  0.145
H (-0.31548, -2.46750, -0.96142)  0.079
H (0.41042, -1.23373, -1.74352)  0.067
H (-1.05513, 0.78983, -1.24821)  0.079
H (-2.61471, 0.69908, -0.39683)  0.080
H (-2.10587, -0.60074, -1.50170)  0.064
H (-0.94736, 1.54682, 1.43251)  0.048
H (0.51288, 1.16683, 2.29768)  0.046
H (0.48057, 2.35044, 0.94154)  0.041
H (2.77695, 1.39803, -0.36413)  0.054
H (2.66053, -0.33198, -1.02586)  0.062

The LUMO energy is 0.96 eV. Its relative energy (zero: lowest compared OMol25 entry of this formula, charge and spin) is 71.2 kcal/mol. The value obtained for the total energy is -8357.048 eV. Its structure (SMILES) is C=C(C)[C@H](N)NC. The HOMO-LUMO gap comes out at 8.985 eV. The HOMO energy is -8.02 eV.



Record 2
Molecular formula: C5H12N2
Method: DFT, ωB97M-V with the def2-TZVPD basis set

Last column: Löwdin charge in e.
Cartesian coordinates (Å):
C (-1.86229, -0.14608, -0.36728)  -0.238
C (-0.63139, 0.78915, -0.22863)  -0.159
C (0.53832, 0.20321, 0.77262)  -0.311
C (0.51952, 0.69316, 2.12886)  0.055
C (2.29315, -1.06742, -0.22963)  -0.151
N (1.75252, 0.24796, 0.04666)  -0.128
N (-2.61179, 0.15615, -1.73532)  -0.020
H (-2.49646, -0.07226, 0.53425)  0.101
H (-1.53503, -1.24393, -0.56427)  0.115
H (-0.93357, 1.71193, 0.27033)  0.079
H (-0.07178, 1.18625, -1.19326)  0.141
H (-0.50525, 0.80095, 2.59419)  0.072
H (1.55315, 0.88702, 2.49278)  0.058
H (1.83564, -1.06691, -1.23511)  0.071
H (3.47307, -1.19239, -0.39106)  0.120
H (2.03238, -2.00056, 0.26092)  0.062
H (2.41815, 0.62773, 0.68496)  0.073
H (-3.51157, 0.03207, -1.42665)  -0.008
H (-2.25674, -0.54601, -2.41438)  0.067

The LUMO energy is 0.64 eV. Its relative energy (zero: lowest compared OMol25 entry of this formula, charge and spin) is 105.3 kcal/mol. The value obtained for the total energy is -8355.569 eV. Its structure (SMILES) is C=C(CCN)NC. The HOMO-LUMO gap comes out at 9.303 eV. The HOMO energy is -8.66 eV.



Record 3
Molecular formula: C5H12N2
Method: DFT, ωB97M-V with the def2-TZVPD basis set

Last column: Löwdin charge in e.
Cartesian coordinates (Å):
C (1.43325, -0.65075, -0.27895)  -0.243
C (0.00628, -0.81541, 0.25751)  -0.146
C (-0.98684, -0.02433, -0.46447)  -0.250
C (-1.90159, -0.40487, -1.38307)  0.231
C (-0.57149, 1.83588, 1.11023)  -0.051
N (-1.03219, 1.35736, -0.17184)  0.115
N (2.39739, -1.79379, -0.37788)  0.022
H (1.37616, -0.15522, -1.25304)  0.117
H (1.83402, 0.02579, 0.48173)  0.102
H (-0.34045, -1.84885, 0.30623)  0.137
H (0.03759, -0.57801, 1.33638)  0.130
H (-1.84058, -1.38106, -1.82080)  0.104
H (-2.71177, 0.21041, -1.77532)  0.111
H (0.43325, 1.55278, 1.39399)  0.086
H (-1.19232, 1.73611, 2.00435)  0.121
H (-0.46693, 2.93763, 1.10955)  0.115
H (-1.83554, 1.88087, -0.50585)  0.161
H (3.33650, -1.44761, -0.27552)  0.075
H (2.02526, -2.43692, 0.30676)  0.064

As for the net charge: +1. The LUMO energy (spin up / spin down) is -3.62 / -7.44 eV. The spin multiplicity is 2. Its relative energy (zero: lowest compared OMol25 entry of this formula, charge and spin) is 48.7 kcal/mol. As for the expectation value of S²: 0.77. The value obtained for the total energy is -8350.458 eV. The HOMO-LUMO gap (spin up / spin down) comes out at 9.187 / 5.358 eV. The HOMO energy (spin up / spin down) is -12.80 / -12.80 eV.



Record 4
Molecular formula: C5H12N2O
Method: DFT, ωB97M-V with the def2-TZVPD basis set

Last column: Löwdin charge in e.
Cartesian coordinates (Å):
N (0.57991, -1.94038, -0.98114)  0.032
C (0.19370, -0.57659, -1.19127)  -0.422
C (0.88208, 0.18456, -2.31536)  -0.117
C (0.40825, 0.12495, 0.21474)  -0.455
N (-0.79866, 0.34680, 0.89037)  -0.150
C (-1.87900, 1.14548, 0.34450)  -0.372
C (-0.66307, 0.50047, 2.34883)  -0.167
O (1.49600, 0.12770, 0.73971)  0.025
H (0.18452, -2.38390, -0.16358)  0.067
H (1.57407, -2.11059, -1.02889)  0.068
H (-0.86536, -0.53623, -1.47770)  0.098
H (0.18766, 0.94129, -2.67984)  0.046
H (1.27170, -0.54340, -3.03520)  0.063
H (1.84222, 0.63815, -2.01779)  0.070
H (-1.73377, 2.04662, -0.28114)  0.008
H (-2.50530, 1.47329, 1.16430)  0.013
H (-2.45734, 0.58269, -0.40720)  0.022
H (-0.90682, 1.48119, 2.73591)  0.043
H (-1.42464, -0.10059, 2.86605)  0.061
H (0.37794, 0.22790, 2.53493)  0.067

As for the net charge: -1. The LUMO energy (spin up / spin down) is 4.03 / 3.87 eV. The spin multiplicity is 2. Its relative energy (zero: lowest compared OMol25 entry of this formula, charge and spin) is 25.7 kcal/mol. As for the expectation value of S²: 0.75. The value obtained for the total energy is -10405.390 eV. The HOMO-LUMO gap (spin up / spin down) comes out at 2.874 / 9.410 eV. The HOMO energy (spin up / spin down) is 1.16 / -5.54 eV.



Record 5
Molecular formula: C5H12N2O
Method: DFT, ωB97M-V with the def2-TZVPD basis set

Last column: Löwdin charge in e.
Cartesian coordinates (Å):
C (-2.10437, 1.74903, -0.71665)  -0.165
N (-1.26434, 0.90746, 0.10283)  -0.120
C (-0.65478, -0.38675, -0.26802)  -0.374
C (0.68447, -0.01459, -0.84658)  -0.238
C (1.79140, 0.88187, -0.41360)  -0.339
N (2.55193, 0.19802, 0.62611)  -0.047
C (-0.67322, -1.33419, 0.96509)  -0.472
O (-0.33418, -2.49122, 0.75307)  -0.176
H (-2.91205, 1.21441, -1.15938)  0.041
H (-1.48355, 2.16082, -1.56064)  0.074
H (-2.53754, 2.57769, -0.14228)  0.065
H (-1.74172, 0.74355, 0.99294)  0.073
H (-1.29373, -1.03754, -0.90752)  0.121
H (1.17731, -0.92777, -1.32409)  0.119
H (0.34146, 0.37954, -1.85974)  0.097
H (1.39642, 1.87907, -0.03773)  0.110
H (2.54580, 1.27115, -1.15405)  0.098
H (2.33201, 0.31286, 1.60971)  0.042
H (2.76137, -0.77411, 0.28996)  0.080
H (-1.18645, -0.98041, 1.80420)  0.010

As for the net charge: -1. The LUMO energy (spin up / spin down) is 3.90 / 3.85 eV. The spin multiplicity is 2. Its relative energy (zero: lowest compared OMol25 entry of this formula, charge and spin) is 52.7 kcal/mol. As for the expectation value of S²: 0.75. The value obtained for the total energy is -10404.221 eV. The HOMO-LUMO gap (spin up / spin down) comes out at 3.342 / 7.144 eV. The HOMO energy (spin up / spin down) is 0.56 / -3.30 eV.



Record 6
Molecular formula: C5H12N2O
Method: DFT, ωB97M-V with the def2-TZVPD basis set

Last column: Löwdin charge in e.
Cartesian coordinates (Å):
C (2.77040, -1.15811, -0.42545)  -0.106
C (1.91576, 0.08210, -0.52302)  -0.165
C (1.85457, 0.83237, -1.61943)  -0.218
O (1.09621, 1.97322, -1.62811)  -0.007
H (2.14329, -2.00663, -0.15348)  0.060
H (3.23407, -1.36298, -1.39109)  0.069
H (3.57415, -1.01759, 0.29638)  0.069
H (1.33383, 0.42090, 0.32508)  0.091
H (2.37514, 0.58775, -2.53872)  0.117
H (1.02308, 2.30255, -2.52416)  0.089
C (-1.52184, -0.36554, 1.07768)  -0.213
C (-2.66282, 0.29589, 0.94345)  -0.220
N (-2.97488, 1.52921, 1.56242)  0.003
N (-1.37987, -1.61519, 0.38233)  -0.001
H (-0.65249, 0.00858, 1.60978)  0.094
H (-3.46015, -0.20760, 0.39851)  0.102
H (-3.44520, 1.46866, 2.44824)  0.064
H (-3.44731, 2.18391, 0.96487)  0.061
H (-1.19958, -2.37502, 1.02897)  0.064
H (-0.57633, -1.57649, -0.23426)  0.047

The LUMO energy is 0.87 eV. Its relative energy (zero: lowest compared OMol25 entry of this formula, charge and spin) is 67.4 kcal/mol. The value obtained for the total energy is -10405.501 eV. Its structure (SMILES) is C/C=C/O.N/C=C/N. The HOMO-LUMO gap comes out at 9.541 eV. The HOMO energy is -8.68 eV.



Record 7
Molecular formula: C5H12N2O
Method: DFT, ωB97M-V with the def2-TZVPD basis set

Last column: Löwdin charge in e.
Cartesian coordinates (Å):
C (0.04738, 0.09814, -0.86380)  -0.117
C (-1.36279, -0.06453, 0.04104)  -0.382
C (-1.17883, -0.82809, 1.32530)  -0.128
C (-2.31910, -0.80173, -0.88988)  -0.099
N (1.29317, 0.12045, -0.08410)  0.029
C (2.07980, 1.29982, -0.08915)  -0.568
N (3.28379, 1.20128, 0.60310)  0.175
O (1.68078, 2.33014, -0.60400)  0.041
H (-0.00372, -0.87465, -1.33026)  0.087
H (0.03382, 0.84395, -1.61901)  0.102
H (-1.74864, 0.93323, 0.33771)  0.129
H (-0.97346, -1.93905, 1.21599)  0.089
H (-2.13667, -0.76847, 1.91873)  0.089
H (-0.31570, -0.45751, 1.94971)  0.075
H (-1.79166, -1.42128, -1.60414)  0.061
H (-2.71360, 0.06255, -1.56206)  0.115
H (-3.12123, -1.33537, -0.56911)  0.032
H (1.87895, -0.75145, -0.00666)  0.153
H (3.50417, 0.40600, 1.06893)  0.047
H (3.86352, 1.94657, 0.76166)  0.070

The LUMO energy is 0.77 eV. Its relative energy (zero: lowest compared OMol25 entry of this formula, charge and spin) is 29.3 kcal/mol. The value obtained for the total energy is -10407.154 eV. Its structure (SMILES) is CC(C)CNC(N)=O. The HOMO-LUMO gap comes out at 10.164 eV. The HOMO energy is -9.39 eV.



Record 8
Molecular formula: C5H12N2O
Method: DFT, ωB97M-V with the def2-TZVPD basis set

Last column: Löwdin charge in e.
Cartesian coordinates (Å):
C (0.80759, 1.68115, -0.46886)  -0.142
C (0.77270, -1.44927, 1.47685)  -0.009
C (0.59957, -0.61663, 0.21934)  -0.627
O (1.69648, -0.91649, -0.62711)  0.003
N (0.33830, 0.75632, 0.52522)  -0.001
H (1.61621, -0.42025, -1.45108)  0.073
H (0.41082, 1.45468, -1.47870)  0.085
H (0.51601, 2.69797, -0.20066)  0.083
H (1.90252, 1.65508, -0.53524)  0.096
H (1.68711, -1.15338, 1.99469)  0.089
H (-0.06862, -1.29883, 2.15521)  0.083
H (0.83854, -2.50894, 1.22088)  0.091
C (-1.70461, 0.82872, 0.33534)  0.039
C (-0.77203, -0.89370, -0.48951)  -0.265
N (-1.02335, -0.75819, -1.75957)  0.089
H (-0.15875, -0.69653, -2.30013)  0.032
H (-1.42939, -1.43715, 0.19100)  0.126
H (-1.85467, 0.70540, 1.40325)  0.055
H (-1.59905, 1.86124, 0.02200)  0.045
H (-2.57537, 0.50878, -0.23294)  0.055

The LUMO energy (spin up / spin down) is -0.13 / -0.13 eV. Its relative energy (zero: lowest compared OMol25 entry of this formula, charge and spin) is 135.5 kcal/mol. The value obtained for the total energy is -10402.549 eV. The HOMO-LUMO gap (spin up / spin down) comes out at 8.566 / 8.566 eV. The HOMO energy (spin up / spin down) is -8.70 / -8.69 eV.



relative energy (zero: lowest compared OMol25 entry of this formula, charge and spin) of number 5 (C5H12N2O)?
52.7 kcal/mol



What is the formula in the sixth record?
C5H12N2O